1.
The following is a DFT calculation (wB97M-V/def2-TZVPD) of C23H18F6N7O4RhS2 as an isolated structure in a non-equilibrium geometry.

The LUMO energy (alpha / beta) is -8.14 / -8.14 eV. The spin multiplicity is 1. As for the charge: +2. The calculation puts the highest occupied orbital energy (alpha / beta) at -13.85 / -13.85 eV.

Geometry as XYZ:
```
61
Properties=species:S:1:pos:R:3:forces:R:3
Rh 0.086 -0.015 -0.127 -0.956 0.962 0.562
N -2.863 0.727 1.162 -0.428 0.531 -0.241
C -2.093 1.878 1.224 -0.124 0.111 0.150
C -2.719 3.060 1.649 0.352 -0.024 -0.070
C -1.978 4.221 1.719 0.064 -0.213 -0.107
C -0.630 4.189 1.379 0.064 -0.381 -0.076
C -0.092 2.990 0.958 0.493 0.699 0.049
N -0.816 1.876 0.869 0.676 -2.493 -1.202
C -2.605 -0.618 1.188 -0.087 -0.960 0.159
C -3.631 -1.420 1.722 0.269 0.041 -0.091
C -3.472 -2.782 1.805 0.350 0.215 -0.098
C -2.289 -3.344 1.346 0.317 0.273 -0.321
C -1.317 -2.518 0.798 -1.006 -0.199 0.084
N -1.475 -1.175 0.700 -0.059 0.404 -0.692
H -3.825 0.928 1.416 0.252 -0.129 -0.023
H -3.762 3.063 1.928 -0.076 -0.118 0.015
H -2.434 5.147 2.034 -0.094 0.023 0.066
H -0.015 5.071 1.435 0.110 0.041 -0.012
H 0.947 2.905 0.669 -0.047 0.086 0.070
H -4.529 -0.948 2.086 -0.102 0.079 0.089
H -4.239 -3.409 2.233 -0.103 -0.002 0.018
H -2.122 -4.409 1.389 0.031 -0.081 0.003
H 0.029 -4.023 0.814 0.071 -0.073 0.174
C 5.579 0.701 -0.053 -0.472 0.128 -0.087
C 4.626 0.782 0.964 0.290 -0.061 -0.119
C 3.296 0.917 0.652 -0.662 -0.034 -0.378
C 2.886 0.935 -0.703 2.148 0.591 0.305
C 3.858 0.851 -1.729 -0.423 0.391 0.202
C 5.184 0.759 -1.394 0.222 -0.074 0.113
N 1.580 1.116 -1.004 -3.331 -0.881 -1.836
N 1.208 1.579 -2.149 4.583 0.373 1.762
C -0.010 1.366 -2.593 -3.533 -0.458 -0.377
C -0.434 1.923 -3.822 0.940 -0.368 1.096
C -1.689 1.635 -4.285 -0.895 -0.498 0.351
C -2.527 0.825 -3.506 0.492 0.442 -0.353
C -2.076 0.352 -2.288 -0.228 -0.295 0.251
N -0.855 0.598 -1.819 0.606 0.866 -0.776
H 6.625 0.618 0.192 0.119 -0.037 0.042
H 4.933 0.749 1.997 0.015 0.044 0.081
H 2.546 1.033 1.422 0.095 -0.073 0.058
H 3.532 0.907 -2.756 0.042 -0.105 -0.098
H 5.932 0.746 -2.171 0.051 -0.120 -0.073
H 0.259 2.550 -4.356 0.126 0.040 -0.109
H -2.037 2.032 -5.225 -0.018 0.041 -0.114
H -3.520 0.574 -3.837 -0.123 -0.035 -0.013
H -2.720 -0.260 -1.673 0.018 -0.025 0.076
F 2.909 -0.533 3.461 0.574 0.367 0.109
C 1.971 -1.428 3.683 -1.789 0.196 -1.138
F 2.337 -2.608 3.201 0.621 -0.600 0.096
F 1.707 -1.523 4.967 0.008 0.061 0.213
S 0.379 -1.042 2.626 0.290 -1.855 3.665
O 1.155 -0.915 1.343 1.344 1.313 -2.226
O -0.119 0.242 3.064 -0.446 1.402 0.286
N -0.113 -3.107 0.407 0.715 -0.357 -0.977
S 0.704 -3.121 -1.057 -1.834 -1.434 0.786
O 1.054 -1.804 -1.482 -0.384 2.283 0.517
O 1.666 -4.141 -0.955 0.295 -0.257 -0.101
C -0.723 -3.619 -2.202 0.091 0.021 0.273
F -1.326 -4.706 -1.752 0.377 0.022 0.026
F -1.593 -2.603 -2.116 -0.082 0.199 -0.088
F -0.340 -3.771 -3.444 0.190 -0.002 0.050
```
Positions in Å, forces in eV/Å.

=====

2.
The following is a DFT calculation (wB97M-V/def2-TZVPD) of one molecule with the formula C4H5N in a non-equilibrium geometry.

The LUMO energy is 0.61 eV. The spin multiplicity is 1. The calculation puts the highest occupied orbital energy at -8.58 eV. Its SMILES is C=C=NC=C.

Geometry as XYZ:
```
10
Properties=species:S:1:pos:R:3:forces:R:3
C -2.272 -0.195 -0.046 -0.672 -1.248 0.208
C -1.076 0.312 -0.025 1.938 0.982 -0.253
N -0.044 0.957 -0.038 -2.432 0.810 0.189
C 1.314 0.781 0.103 -1.055 -4.329 -1.302
C 1.819 -0.441 -0.136 -0.447 3.826 1.185
H -2.696 -0.667 -0.906 0.106 0.202 -0.776
H -2.708 -0.619 0.837 -0.088 0.440 0.682
H 1.794 1.617 0.378 1.956 2.753 0.857
H 2.799 -0.634 0.098 2.176 -0.778 0.018
H 1.070 -1.111 -0.266 -1.482 -2.658 -0.808
```
Positions in Å, forces in eV/Å.

=====

Results for energy relative to the best compared isomer or geometry (same formula, charge and spin): 1.880; 2.753 (in eV, following the order of the records).
Results for energy: -3077.07136; -210.06257 (in Ha, following the order of the records).